1.
A structure of composition C18H28N3O4PtS. Source: OMol25; level of theory: wB97M-V/def2-TZVPD.

Each line ends with the Mulliken spin population.
CARTESIAN COORDINATES (ANGSTROEM)
Pt -0.002 -0.931 -0.155  0.5800
C 1.556 -2.154 -2.499  -0.0047
N 1.367 -2.456 -1.063  0.2580
C 2.665 -2.396 -0.356  -0.0026
C 0.673 -3.722 -0.800  -0.0089
C -0.738 -3.610 -1.307  -0.0027
N -1.395 -2.361 -0.792  0.0081
C -2.261 -2.666 0.375  0.0137
C -2.194 -1.702 -1.857  -0.0043
H 2.197 -2.917 -2.947  0.0117
H 2.025 -1.182 -2.600  0.0043
H 0.608 -2.130 -3.027  0.0010
H 3.303 -3.222 -0.680  0.0103
H 2.501 -2.472 0.716  0.0020
H 3.158 -1.455 -0.589  0.0003
H 0.686 -3.895 0.275  -0.0009
H 1.190 -4.554 -1.286  0.0090
H -1.315 -4.478 -0.989  0.0000
H -0.758 -3.588 -2.394  0.0007
H -3.076 -3.313 0.045  0.0003
H -2.681 -1.743 0.770  -0.0002
H -1.685 -3.172 1.138  -0.0033
H -2.957 -2.401 -2.207  -0.0012
H -1.552 -1.419 -2.688  -0.0001
H -2.672 -0.813 -1.464  0.0010
O 0.215 -2.020 1.581  0.0859
N -0.213 -1.578 2.810  0.0027
C -0.184 -0.281 3.151  0.0058
C -0.172 0.084 4.481  0.0008
C -0.235 -0.890 5.463  0.0002
C -0.229 -2.223 5.082  0.0002
C -0.249 -2.544 3.745  0.0026
H -0.133 0.423 2.336  -0.0074
H -0.121 1.132 4.737  0.0000
H -0.364 -0.617 6.502  0.0000
H -0.232 -3.017 5.816  0.0002
H -0.279 -3.554 3.363  -0.0004
C 0.361 7.377 -1.555  -0.0001
C 0.268 5.883 -1.460  -0.0006
C 1.362 5.077 -1.773  -0.0003
C 1.303 3.704 -1.628  0.0011
C 0.113 3.138 -1.177  -0.0025
C -1.007 3.914 -0.877  -0.0019
C -0.918 5.281 -1.031  0.0005
S 0.070 1.455 -0.881  0.0039
O -1.292 0.887 -1.025  -0.0169
O 0.477 1.131 0.549  0.0009
O 0.996 0.721 -1.748  0.0542
H 1.364 7.707 -1.813  0.0000
H 0.067 7.837 -0.611  -0.0001
H -0.334 7.760 -2.305  -0.0001
H 2.274 5.537 -2.131  -0.0001
H 2.152 3.078 -1.864  0.0001
H -1.925 3.447 -0.544  0.0000
H -1.777 5.902 -0.810  0.0000

As for the multiplicity: 2. As for the LUMO energy (spin up / spin down): -8.24 / -7.96 eV. The net charge is +2. As for the expectation value of S²: 0.759. The energy above the lowest of the compared OMol25 structures with the same formula, charge and spin comes out at 229.0 kJ/mol. As for the frontier orbital gap (spin up / spin down): 0.2257 / 0.2366 Ha.

=====

2.
A structure of composition C18H29Cl4GeN2O4PdSSi. Source: OMol25; level of theory: wB97M-V/def2-TZVPD.

Each line ends with the Mulliken spin population.
CARTESIAN COORDINATES (ANGSTROEM)
Pd 0.301 0.086 0.627  1.4638
C -2.270 3.909 -0.832  0.2849
Si -1.385 3.103 0.708  0.0808
C -2.886 3.401 1.941  0.3250
C 0.131 4.014 1.213  -0.0267
O -1.301 1.528 0.454  0.3165
H -2.319 4.970 -0.594  0.0057
H -3.253 3.481 -1.002  0.0054
H -1.580 3.696 -1.649  0.0187
H -2.992 4.482 1.995  0.0089
H -2.507 2.965 2.867  0.0202
H -3.784 2.909 1.584  0.0016
H -0.126 4.890 1.812  -0.0007
H 0.683 4.361 0.337  0.0065
H 0.799 3.385 1.802  0.0019
C 7.908 2.751 -2.391  0.0002
C 6.568 2.216 -1.994  -0.0015
C 5.568 3.066 -1.529  -0.0005
C 4.326 2.593 -1.147  0.0069
C 3.302 3.571 -0.653  0.0017
C 4.078 1.200 -1.239  0.0269
C 2.835 0.613 -0.859  -0.0501
O 1.828 1.211 -0.423  0.1282
C 5.089 0.319 -1.714  0.0012
C 4.885 -1.171 -1.834  -0.0005
C 6.308 0.847 -2.080  0.0003
H 7.942 3.836 -2.334  0.0000
H 8.154 2.446 -3.410  -0.0002
H 8.683 2.346 -1.738  -0.0002
H 5.769 4.128 -1.464  0.0000
H 3.709 4.580 -0.679  0.0009
H 3.003 3.342 0.370  0.0009
H 2.400 3.539 -1.265  0.0002
H 2.766 -0.474 -0.965  -0.0061
H 4.644 -1.628 -0.872  -0.0005
H 5.799 -1.638 -2.195  0.0000
H 4.092 -1.422 -2.540  -0.0004
H 7.085 0.186 -2.443  -0.0002
Cl 1.467 0.762 2.852  0.2014
Ge 0.940 -1.343 3.426  0.5659
Cl 0.434 -1.372 5.496  0.1549
Cl -1.051 -1.355 2.359  0.1483
S -0.398 -0.966 -1.483  0.8703
C -1.970 -1.530 -0.996  -0.0156
N -2.423 -2.750 -1.174  0.0168
C -3.767 -2.905 -0.590  -0.0010
C -4.128 -1.450 -0.210  -0.0019
N -2.861 -0.736 -0.443  0.0414
H -1.846 -3.501 -1.519  -0.0005
H -3.720 -3.563 0.276  0.0011
H -4.452 -3.324 -1.322  0.0012
H -4.430 -1.357 0.830  0.0027
H -4.909 -1.038 -0.847  0.0013
H -2.614 0.205 -0.138  0.0020
Cl 1.502 -4.200 2.725  0.0643
C 1.847 -4.099 0.977  0.0359
C 1.271 -2.823 0.380  -0.0309
O 0.527 -2.972 -0.613  0.2538
O 1.596 -1.720 0.913  0.0616
H 1.406 -4.972 0.509  0.0034
H 2.928 -4.106 0.851  0.0036

As for the multiplicity: 6. As for the LUMO energy (spin up / spin down): -5.28 / -9.26 eV. The net charge is +2. As for the expectation value of S²: 8.775. The energy above the lowest of the compared OMol25 structures with the same formula, charge and spin comes out at 54.6 kJ/mol. As for the frontier orbital gap (spin up / spin down): 0.3157 / 0.1693 Ha.

=====

3.
A structure of composition C18H29HoN2O5P2S. Source: OMol25; level of theory: wB97M-V/def2-TZVPD.

Each line ends with the Mulliken spin population.
CARTESIAN COORDINATES (ANGSTROEM)
C -0.645 1.072 -4.560  0.0001
C -0.652 0.492 -3.270  -0.0054
N 0.236 0.868 -2.300  -0.0050
C 0.976 1.984 -2.540  0.0015
C 0.970 2.640 -3.773  -0.0002
C 0.173 2.185 -4.811  -0.0001
C -1.654 -0.574 -2.994  0.0055
P -2.250 -0.595 -1.287  -0.0075
Ho 0.442 -0.609 -0.154  4.0593
P 2.430 1.523 -0.093  -0.0063
C 1.828 2.639 -1.459  -0.0009
O -0.597 -2.829 -3.486  -0.0001
O 0.044 -2.445 -1.221  -0.0078
H -1.317 0.669 -5.306  0.0000
H 1.626 3.520 -3.899  0.0000
H 0.184 2.650 -5.800  0.0000
C -3.618 0.609 -1.350  -0.0009
C -3.144 -2.190 -1.165  -0.0013
H 2.733 3.069 -1.936  0.0000
H 1.270 3.491 -1.015  -0.0004
H -1.054 -1.809 -3.394  0.0000
H -2.509 -0.481 -3.680  0.0001
C 2.727 2.790 1.194  -0.0005
C 4.126 1.304 -0.712  -0.0004
H 2.470 -1.945 -0.276  -0.0003
H -0.110 -3.183 -0.641  0.0009
H -0.169 -2.746 -2.229  0.0006
H 0.096 -2.821 -4.174  0.0000
H -0.572 0.989 0.453  -0.0246
H 2.851 -1.490 0.160  0.0001
H -4.403 0.215 -2.015  -0.0001
H -3.989 0.752 -0.327  0.0000
H -3.225 1.558 -1.738  0.0001
H -4.060 -2.178 -1.769  -0.0002
H -2.505 -3.022 -1.487  0.0001
H -3.411 -2.370 -0.115  0.0003
H 4.608 2.284 -0.773  0.0000
H 4.673 0.683 0.001  0.0001
H 4.125 0.840 -1.702  -0.0002
H 3.795 3.032 1.206  0.0000
H 2.139 3.704 1.018  0.0000
H 2.459 2.378 2.174  -0.0003
O 1.333 1.473 3.697  0.0002
S 1.464 0.040 3.613  0.0005
O 2.755 -0.553 3.807  0.0000
N 0.776 -0.549 2.168  0.0016
C -0.332 -1.282 2.359  -0.0052
O -0.925 -1.729 1.309  -0.0016
C -0.690 -1.445 3.762  -0.0021
C -1.846 -2.037 4.261  0.0002
C -2.118 -1.932 5.621  -0.0001
C -1.238 -1.215 6.455  0.0003
C -0.087 -0.590 5.932  -0.0001
C 0.188 -0.731 4.577  0.0001
H -2.500 -2.566 3.562  0.0000
H -3.009 -2.395 6.046  0.0000
H -1.459 -1.140 7.521  0.0000
H 0.591 -0.004 6.557  0.0000

As for the multiplicity: 5. As for the LUMO energy (spin up / spin down): -0.15 / -0.15 eV. As for the expectation value of S²: 6.005. As for the frontier orbital gap (spin up / spin down): 0.2491 / 0.2493 Ha.

=====

4.
A structure of composition C18H29LiN2O3SSi2. Source: OMol25; level of theory: wB97M-V/def2-TZVPD.

Each line ends with the Mulliken charge.
CARTESIAN COORDINATES (ANGSTROEM)
Li 0.873 -0.731 0.306  0.6107
C 1.792 2.543 -1.677  -0.9408
Si 1.085 0.963 -2.502  0.0044
C 2.552 -0.146 -3.023  -0.7707
C 0.185 1.368 -4.113  -0.9771
N 0.082 0.026 -1.375  -0.0923
C -1.255 0.256 -1.398  -0.1389
C -1.915 1.506 -1.121  0.0839
C -3.229 1.558 -0.731  -0.5992
C -3.980 0.372 -0.859  -0.3565
C -3.436 -0.802 -1.420  -0.5502
C -2.082 -0.885 -1.679  -0.1959
H 1.937 3.388 -2.384  0.3468
H 2.810 2.329 -1.304  0.3106
H 1.104 2.846 -0.859  0.1207
H 3.239 0.408 -3.704  0.2912
H 2.150 -0.980 -3.674  0.1640
H 3.176 -0.595 -2.254  0.0315
H 0.874 1.898 -4.765  0.4033
H -0.740 1.979 -4.006  0.2945
H -0.025 0.363 -4.582  0.1900
H -1.297 2.430 -1.137  0.1305
H -3.701 2.461 -0.338  0.3669
H -4.984 0.265 -0.440  0.3218
H -4.053 -1.690 -1.520  0.3226
H -1.580 -1.767 -2.082  0.3197
C 4.758 -2.068 0.168  -1.2635
Si 2.953 -2.703 0.209  0.1456
C 2.799 -3.991 1.641  -1.0498
C 2.863 -3.775 -1.353  -1.0800
H 5.384 -2.812 0.721  0.3527
H 4.844 -1.100 0.702  0.1848
H 5.121 -1.920 -0.852  0.3890
H 3.566 -4.813 1.431  0.2280
H 1.767 -4.428 1.575  0.2088
H 2.999 -3.605 2.657  0.2618
H 3.888 -4.158 -1.487  0.2793
H 2.588 -3.184 -2.212  0.1663
H 2.159 -4.595 -1.373  0.4114
N 0.675 0.473 2.156  -0.4071
C -0.514 1.009 2.828  0.5396
C -0.887 2.348 2.712  -0.1112
C -2.215 2.731 2.997  -0.5399
C -3.121 1.749 3.437  0.0808
C -2.693 0.502 3.904  -0.9735
C -1.394 0.119 3.520  -0.3341
S -4.926 1.930 2.955  1.1538
O -5.733 1.825 4.131  -0.6703
O -4.920 0.740 2.050  -0.5871
O -4.912 3.210 2.230  -0.7190
H 1.277 0.034 2.852  0.2272
H 1.219 1.292 1.839  0.2107
H -0.171 3.070 2.266  0.1931
H -2.538 3.776 2.760  0.3197
H -3.375 -0.099 4.476  0.4228
H -1.040 -0.918 3.699  0.2685

As for the multiplicity: 1. As for the LUMO energy: 4.32 eV. The net charge is -2. As for the frontier orbital gap: 0.1904 Ha.

=====

We obtain total energy values of -45843.567 -159092.745 -87564.751 -55057.098 eV for the records listed above, in that order.